(1)
C21H55AgMnN5O8 as an isolated structure in a non-equilibrium geometry, computed with ωB97M-V/def2-TZVPD.

Properties
Total energy: -3005.69569 Eh
Energy above the lowest of the compared OMol25 structures with the same formula, charge and spin: 190.4 kcal/mol
⟨S²⟩: 12.148

Geometry as ORCA input:
```
! RIJCOSX wB97M-V def2-TZVPD def2/J DEFGRID3
* xyz 2 7
Ag 3.1878 2.3899 -3.1689
Mn 2.5769 -0.9730 2.9053
O 1.8637 1.1855 0.2028
O 0.1549 0.2885 0.9741
O 0.2564 1.4941 -0.8820
O -8.6847 2.2121 0.1201
O 1.6069 1.1925 5.8309
O 1.9357 5.8766 -3.5118
O 0.0862 -7.1625 2.6347
O 3.5065 -3.2759 -6.5364
N 4.4530 5.6688 -2.1732
N -4.9551 2.7782 0.4918
N 2.1610 -5.0372 1.7358
N 1.3085 -0.8594 -5.9435
N 1.5845 -1.5046 6.1890
C 2.0265 -6.7988 0.3608
C 4.1313 -4.4204 -7.1387
C -7.3283 2.1841 0.6852
C 1.1611 -5.6464 0.9145
C 2.1166 -3.0423 -6.9101
C 0.6607 6.2369 -4.1746
C -0.1046 -6.0948 1.7785
C -0.0987 -2.6576 -5.9406
C 3.3349 6.4062 -1.5583
C 0.6773 -0.6606 6.9398
C 1.2792 -2.3214 -5.8078
C 3.9727 7.6057 -0.7385
C 2.3866 6.9758 -2.6315
C 0.1805 -1.4074 8.2153
C -6.0239 2.1801 -1.5580
C 2.2700 2.4236 5.8232
C -6.2284 2.8752 -0.2550
C 1.2781 0.7225 7.0934
C -0.8614 -7.4322 3.6238
C 0.6438 1.0952 0.1548
C -9.5799 1.7243 1.0588
H 3.1844 8.0228 -0.1118
H -0.9322 -6.6570 4.3867
H 1.6335 -4.0061 -7.0706
H -4.1099 2.8508 -0.0565
H -0.2998 -3.6973 -5.6821
H 1.5871 -7.0400 -0.6071
H -0.5259 -2.5535 -6.9380
H 4.3204 8.4644 -1.3129
H 2.3953 -1.5182 6.7911
H -9.4779 2.4324 1.8812
H 5.1025 5.5158 -1.4150
H -0.5146 -0.7310 8.7127
H -6.6170 3.8779 -0.4328
H -9.4001 0.7042 1.3980
H -0.6458 -5.3053 2.3000
H 3.5614 -5.3489 -7.1743
H 0.7634 -4.9207 0.2050
H 1.9432 -7.6896 0.9834
H 4.8590 7.2434 -0.2176
H -5.2553 2.6693 -2.1564
H -7.2430 2.4788 1.7311
H 1.4926 -2.6147 -4.7799
H 2.8321 7.7428 -3.2651
H 0.4317 -0.6583 -5.4842
H -0.7421 -8.3075 4.2623
H 3.2166 2.5676 6.3440
H 3.0071 -5.2029 1.2097
H -0.1373 -2.4426 8.0906
H -0.1293 6.5120 -3.4758
H -0.7358 -2.0857 -5.2660
H 1.4652 7.3733 -2.2060
H 0.9245 7.1078 -4.7747
H -6.9870 1.1664 0.8747
H 5.0105 6.4135 -2.5665
H 2.6571 5.7400 -1.0245
H -10.6241 1.8908 0.7944
H 2.1938 0.4895 7.6369
H 0.7891 1.4334 7.7594
H 1.1667 -2.4220 6.1266
H -5.5830 1.1877 -1.4637
H -1.8120 -7.5383 3.1010
H 1.1267 -0.5825 -6.8976
H -0.2360 -0.4011 6.4044
H -0.7860 -6.5328 1.0492
H 4.2675 -4.2592 -8.2081
H -4.9124 1.7928 0.7092
H 2.0462 -2.5351 -7.8724
H -6.9575 2.1107 -2.1161
H 2.4456 2.5867 4.7599
H 1.0029 -1.4093 8.9307
H 5.0545 -4.5584 -6.5758
H 3.0609 -6.4993 0.1926
H 2.4021 -5.7281 2.4319
H 0.2593 5.5022 -4.8725
H 1.5250 3.1476 6.1533
*
```

These are the Löwdin partial charges, in e, on atoms 1 to 5: 0.92, 1.42, 0.07, 0.05, 0.19

***

(2)
C35H18F3N8O2Sc as an isolated structure, computed with ωB97M-V/def2-TZVPD.

Properties
Total energy: -2993.75068 Eh
Energy above the lowest of the compared OMol25 structures with the same formula, charge and spin: 15.4 kcal/mol

Geometry as ORCA input:
```
! RIJCOSX wB97M-V def2-TZVPD def2/J DEFGRID3
* xyz -2 1
Sc -0.0621 0.1426 -0.2261
F 3.3094 3.9989 0.2860
F 2.3928 2.4034 1.4184
F 3.3016 1.9898 -0.5064
O 0.4791 2.1098 -0.6341
O 0.9397 4.2985 -0.8398
N 1.3045 -0.8608 2.8871
N 2.8150 -0.9927 -1.5800
N -0.8061 -0.2711 1.7431
N -1.7664 -0.0903 -3.1635
N -3.2281 0.0050 1.3231
N 1.7620 -0.6368 0.5390
N -2.1119 0.1549 -0.8067
N 0.4250 -0.8164 -2.2491
C -3.2407 -0.1316 4.4610
C 2.0542 -0.9539 1.8506
C 3.8529 -1.6182 0.5569
C 1.7511 -0.3910 -2.2682
C -3.9889 -0.1022 -2.1254
C 1.8174 0.6556 -3.1915
C -2.1115 -0.1009 2.1329
C 2.5651 2.8862 0.1703
C -6.2419 -0.2846 -2.8558
C 2.8913 1.4606 -3.6335
C 4.2208 -1.9683 2.9170
C 1.1917 3.1561 -0.5175
C -2.9708 -0.3021 5.7932
C -5.7621 -0.0908 -0.4864
C -0.3739 0.0262 -3.0173
C -0.8522 -0.4578 3.9925
C 1.3161 2.7278 -4.9879
C -6.6722 -0.2129 -1.5304
C -2.1778 -0.2036 3.5359
C 0.2555 1.9787 -4.5604
C -0.5991 -0.6375 5.3678
C -0.0306 -0.5002 2.8477
C -3.2019 0.0699 0.0425
C 5.9018 -2.5797 1.2798
C 0.4892 0.9166 -3.6587
C -2.5041 -0.0112 -2.1045
C 5.0897 -2.1445 0.2373
C -0.0798 -1.8406 -1.3670
C -4.8868 -0.2344 -3.1669
C 3.4218 -1.5295 1.8767
C 2.7661 -1.0584 -0.2905
C -1.6450 -0.5559 6.2492
C 5.4708 -2.4912 2.6039
C -4.4163 -0.0308 -0.8024
C 2.6383 2.4679 -4.5225
H -6.0804 -0.0441 0.5475
H 3.8694 -1.8998 3.9389
H -0.7539 2.1923 -4.8907
H -4.2482 0.0566 4.1085
H 3.8894 1.2777 -3.2543
H 1.1522 3.5511 -5.6741
H -4.5303 -0.2950 -4.1875
H 6.8808 -2.9929 1.0658
H 3.4502 3.0991 -4.8663
H -0.9966 -2.2542 -1.7784
H 6.1229 -2.8379 3.3977
H 5.4025 -2.2066 -0.7975
H -6.9751 -0.3828 -3.6481
H 0.6916 -2.5886 -1.2035
H -3.7747 -0.2461 6.5196
H 0.4112 -0.8344 5.7071
H -7.7341 -0.2566 -1.3157
H -1.4698 -0.6864 7.3118
*
```

These are the Löwdin partial charges, in e, on atoms 1 to 5: 1.00, 0.13, 0.13, 0.14, -0.07

***

(3)
One molecule with the formula C20H29NO3, computed with ωB97M-V/def2-TZVPD.

Properties
Total energy: -1059.94863 Eh
Structure (SMILES): CCOC(=O)C1(CCOc2ccccc2)CCN(CC2CC2)CC1
Energy above the lowest of the compared OMol25 structures with the same formula, charge and spin: 46.7 kcal/mol

Geometry as ORCA input:
```
! RIJCOSX wB97M-V def2-TZVPD def2/J DEFGRID3
* xyz 0 1
O -2.5894 1.8725 1.1729
O -0.3985 -2.0267 1.5891
O -0.3714 -2.1681 -0.6427
N 3.4283 -0.7764 0.3508
C -0.9418 -3.4773 -0.5835
C -1.4973 1.0106 1.4172
C 5.1641 2.5666 -0.6053
C 1.3978 0.1398 1.5354
C 0.5207 -0.1835 0.3195
C -6.0126 0.7014 -0.8519
C 4.1235 1.6532 -0.0284
C 3.9636 2.1912 -1.4185
C 1.3879 -0.1413 -0.9461
C -5.8174 2.0105 -0.4388
C -0.6312 0.8322 0.1653
C -2.4560 -3.4381 -0.4419
C 2.6480 -0.7555 1.5648
C 4.4878 0.1946 0.2041
C -0.1183 -1.5555 0.5156
C -3.6778 1.4133 0.4939
C 2.6109 -1.0568 -0.8052
C -5.0401 -0.2441 -0.5876
C -4.6636 2.3655 0.2274
C -3.8755 0.1015 0.0781
H -3.1368 -0.6589 0.2720
H -0.2087 1.8054 -0.0959
H 2.3184 -1.7844 1.7552
H 3.2321 -0.9852 -1.7000
H 3.2137 2.9468 -1.6033
H -1.2667 0.5189 -0.6672
H 6.1166 2.1388 -0.8796
H -1.8341 0.0450 1.8096
H 3.2946 -0.4531 2.3910
H 3.4900 2.0790 0.7397
H -5.1830 -1.2686 -0.9002
H 5.0949 0.1331 1.1148
H -2.8516 -4.4475 -0.5125
H 1.6795 1.1922 1.4963
H -2.8922 -2.8301 -1.2313
H -4.4972 3.3783 0.5591
H 5.2361 3.5748 -0.2265
H 2.2662 -2.0946 -0.7168
H 0.8355 -0.0370 2.4523
H -6.5705 2.7586 -0.6373
H 1.7224 0.8846 -1.1006
H 5.1124 -0.1418 -0.6304
H -0.6494 -3.9505 -1.5235
H 4.1074 1.5145 -2.2477
H -0.9281 1.5171 2.2003
H 0.8025 -0.4473 -1.8133
H -0.4985 -4.0163 0.2603
H -2.7315 -3.0248 0.5254
H -6.9156 0.4230 -1.3736
*
```

These are the Löwdin partial charges, in e, on atoms 1 to 5: -0.04, 0.12, 0.00, -0.17, -0.20

***

(4)
C2FIO5S as an isolated structure in a non-equilibrium geometry, computed with ωB97M-V/def2-TZVPD.

Properties
Total energy: -1248.17394 Eh
Energy above the lowest of the compared OMol25 structures with the same formula, charge and spin: 9.2 kcal/mol

Geometry as ORCA input:
```
! RIJCOSX wB97M-V def2-TZVPD def2/J DEFGRID3
* xyz -2 1
I -2.9587 -0.5482 0.1884
S 0.2766 1.4017 -0.2626
F 0.1128 -0.1420 1.8379
O 0.6075 -1.4549 -1.4027
O 1.6977 1.5544 -0.0094
O -0.6166 2.2145 0.5574
O 0.0103 1.3259 -1.7023
O 0.5516 -2.5508 0.5312
C 0.4101 -1.5673 -0.1961
C -0.0912 -0.2334 0.4582
*
```

These are the Löwdin partial charges, in e, on atoms 1 to 5: -0.04, 0.34, -0.02, -0.02, -0.35

***

(5)
One molecule with the formula C5H7N in a non-equilibrium geometry, computed with ωB97M-V/def2-TZVPD.

Properties
Total energy: -249.29828 Eh
Structure (SMILES): CC1(C)C2=N[C@@H]21
Energy above the lowest of the compared OMol25 structures with the same formula, charge and spin: 109.8 kcal/mol

Geometry as ORCA input:
```
! RIJCOSX wB97M-V def2-TZVPD def2/J DEFGRID3
* xyz 0 1
N 1.2744 0.7217 1.7718
C 0.7345 0.6089 -1.0897
C -1.2601 -0.6608 -0.1867
C 0.0068 0.0549 0.1661
C 0.0833 1.1331 1.3158
C 0.7414 -0.4700 1.2953
H -1.7362 -0.9513 0.6736
H 0.6388 -1.3371 1.9654
H 1.5249 -0.0368 -1.4124
H -1.3670 -1.4374 -0.8733
H -0.0907 0.6448 -1.8941
H -1.7471 0.1440 -0.6944
H 1.1968 1.5862 -1.0376
*
```

These are the Löwdin partial charges, in e, on atoms 1 to 5: 0.08, -0.02, -0.04, -0.52, 0.03

***

(6)
One molecule with the formula C3H7NO2 in a non-equilibrium geometry, computed with ωB97M-V/def2-TZVPD.

Properties
Total energy: -323.66752 Eh
Structure (SMILES): O=CNCCO
Energy above the lowest of the compared OMol25 structures with the same formula, charge and spin: 71.2 kcal/mol

Geometry as ORCA input:
```
! RIJCOSX wB97M-V def2-TZVPD def2/J DEFGRID3
* xyz 0 1
O -1.3158 -0.9302 1.5998
O 1.3706 0.0900 1.4122
N -0.9915 -0.0260 -0.5551
C -1.7315 -0.6597 0.4903
C 1.2413 0.6901 0.1522
C 0.4187 -0.1417 -0.8077
H 0.6956 -1.2027 -0.7086
H 0.7796 1.6924 0.2106
H 0.4888 -0.1899 1.7170
H -2.2814 -1.0049 -0.4241
H 2.2450 0.8058 -0.2572
H -1.5100 0.7361 -0.9748
H 0.5906 0.1407 -1.8548
*
```

These are the Löwdin partial charges, in e, on atoms 1 to 5: 0.05, -0.06, -0.04, -0.29, -0.28

***

Q: Look up the total energy of the sixth one.
A: -323.66752 Eh

***

Q: Which value of energy above the lowest of the compared OMol25 structures with the same formula, charge and spin does entry 4 give?
A: 9.2 kcal/mol

***

Q: Look up the energy above the lowest of the compared OMol25 structures with the same formula, charge and spin of the fourth one.
A: 9.2 kcal/mol